[1]
The following is a quantum chemistry calculation of C13H18N6O9RuS as an isolated structure, from OMol25.

The HOMO-LUMO gap (spin up / spin down) is 0.340 / 0.298 Ha.

```
! wB97M-V def2-TZVPD RIJCOSX def2/J DEFGRID3
* xyz 1 2
Ru 0.26988 0.92884 1.47135
N -0.91006 2.19120 2.67363
C -1.36230 3.38654 1.90111
C -0.63619 3.48198 0.56278
O -0.93894 4.33390 -0.22827
O 0.35147 2.63116 0.42723
H -1.71310 1.61515 2.91091
H -0.49061 2.45985 3.55756
H -1.15460 4.29742 2.46027
H -2.43336 3.34058 1.72300
N 2.16479 1.13096 2.49665
N 2.24803 0.45516 3.73148
C 1.33767 -0.47666 4.06831
N 1.57236 -1.18481 5.16901
S -0.07034 -0.73875 3.16018
H 2.79416 0.73179 1.79399
H 2.44749 2.09790 2.63758
H 3.13259 0.50369 4.21681
H 2.39838 -1.06753 5.73269
H 0.89847 -1.87454 5.45771
C 1.55333 1.19798 -2.23419
C 2.72003 1.15502 -1.29425
C 4.09393 1.29443 -1.86827
O 2.54674 1.01698 -0.09250
H 1.85251 1.41535 -3.25623
H 0.84644 1.94789 -1.87590
H 1.05576 0.22618 -2.20632
H 4.24800 0.53197 -2.63461
H 4.85514 1.21371 -1.09731
H 4.17052 2.26102 -2.37153
O 0.39716 -0.79982 0.20822
C -0.80065 -0.59123 -0.14266
O -1.39316 0.40215 0.38172
C -1.48272 -1.45418 -1.13106
C -2.78374 -1.16316 -1.52313
C -3.38577 -1.98428 -2.45398
C -2.74840 -3.07604 -3.01107
C -1.45581 -3.32861 -2.59498
C -0.80608 -2.54389 -1.66468
N -0.73754 -4.48762 -3.17001
O 0.39378 -4.67971 -2.77945
O -1.33589 -5.16335 -3.97339
N -4.77423 -1.68430 -2.87314
O -5.31342 -0.73719 -2.34440
O -5.26947 -2.41578 -3.69859
H -3.31752 -0.31594 -1.11796
H -3.23947 -3.70327 -3.74024
H 0.20474 -2.77815 -1.36408
*
```

Atomic partial charges in e from the Mulliken method, atoms 1 to 2: 0.493, -0.399



[2]
The following is a quantum chemistry calculation of an isolated ion of composition C13H18NO and charge +1 at a distorted geometry, from OMol25.

The HOMO-LUMO gap is 0.337 Ha. As for the SMILES: C1=C\C=C2/CC\C(=C/1)OCC[N+]21CCC1.

```
! wB97M-V def2-TZVPD RIJCOSX def2/J DEFGRID3
* xyz 1 1
C 1.90930 2.56958 -0.09889
C 1.06178 2.24974 -1.08474
C 0.60791 0.88006 -1.34388
C -0.47848 0.38526 -0.60118
C -0.82724 1.22048 0.62766
C 0.03851 1.41459 1.92567
C 1.50725 0.93364 1.73142
C 2.34845 1.52061 0.80724
O 1.67714 -0.41918 2.21424
C 1.31672 -1.41568 1.24487
C -0.29385 -1.48396 0.98627
N -0.73804 -1.02249 -0.36317
C -0.48695 -1.92378 -1.63336
C -1.90211 -1.61575 -2.13467
C -2.23233 -1.20446 -0.63505
H 2.22479 3.52956 0.07884
H 0.96852 2.92001 -1.91070
H 1.00486 0.49008 -2.30504
H -1.81986 0.87527 1.15380
H -1.11500 2.19916 0.29265
H 0.16283 2.43569 2.24325
H -0.34430 0.89661 2.76175
H 3.30999 1.16607 0.56974
H 1.67748 -2.43619 1.77619
H 1.78334 -1.17442 0.32058
H -0.72402 -2.43186 1.21726
H -0.58231 -0.73813 1.81234
H -0.34417 -2.90623 -1.37933
H 0.32517 -1.46550 -2.13443
H -1.86104 -0.77523 -2.82751
H -2.57616 -2.39802 -2.53688
H -2.82623 -0.33189 -0.60306
H -2.77195 -1.94363 -0.17189
*
```

Atomic partial charges in e from the Mulliken method, atoms 1 to 2: -0.687, -0.952



[3]
The following is a quantum chemistry calculation of C13H19BClN6O9P2Rh as an isolated structure at a distorted geometry, from OMol25.

The HOMO-LUMO gap is 0.292 Ha.

```
! wB97M-V def2-TZVPD RIJCOSX def2/J DEFGRID3
* xyz 0 1
Rh 0.32832 0.06971 -0.06026
C -2.24080 3.45132 -0.31706
C -1.83039 2.18773 -0.74437
N -0.88168 1.73641 0.07559
N -0.65822 2.67824 1.01036
C -1.47235 3.72029 0.79667
B 0.32269 2.39913 2.14281
N 1.70565 2.19538 1.51131
C 2.84329 2.88914 1.61301
C 3.81390 2.24712 0.86397
C 3.16812 1.13768 0.31758
N 1.90577 1.11739 0.73722
N -0.07361 1.04134 2.73419
C -0.33884 0.68862 3.99817
C -0.72219 -0.63805 4.00999
C -0.66438 -1.04294 2.67582
N -0.29132 -0.01299 1.92107
H -2.99864 4.07182 -0.76305
H -2.16651 1.59649 -1.57849
H -1.45576 4.57094 1.45949
H 0.32551 3.27344 2.96544
H 2.89044 3.78044 2.21937
H 4.84418 2.53377 0.73814
H 3.52946 0.36225 -0.33423
H -0.23662 1.40554 4.79744
H -1.01331 -1.23126 4.85954
H -0.88318 -1.99621 2.22916
C 0.86078 -0.31469 -5.25768
C 1.37248 0.27331 -3.94302
O 2.43713 1.16884 -4.25450
P 1.91296 -1.07640 -2.83517
O 0.95227 -2.24241 -3.12402
O 3.34813 -1.48611 -3.40503
O 2.07487 -0.69037 -1.37084
P 0.03343 1.15827 -3.04408
O 0.92465 2.21630 -2.18207
O -0.90571 1.87718 -3.91869
O -0.50903 0.11628 -2.02826
H 1.62423 -0.93257 -5.73105
H 0.60339 0.51198 -5.91812
H -0.02698 -0.91976 -5.08890
H 2.75457 1.55961 -3.43148
H 0.76307 -2.82839 -2.29068
H 4.01200 -1.57294 -2.71379
H 0.86529 3.08125 -2.60477
Cl 0.00856 -5.25626 1.63566
C 1.24100 -4.04152 1.18408
C 0.73118 -3.17983 0.04318
O 0.73852 -3.67239 -1.08595
O 0.28870 -2.02952 0.41488
H 2.13242 -4.57423 0.86764
H 1.43854 -3.43295 2.05836
*
```

Atomic partial charges in e from the Mulliken method, atoms 1 to 2: 0.628, -1.274



[4]
The following is a quantum chemistry calculation of an isolated ion of composition C13H19F2N4Si and charge +1, from OMol25.

The HOMO-LUMO gap is 0.327 Ha. As for the SMILES: C[Si](C)(CCC(F)(F)c1nc(N)[nH][nH+]1)c1ccccc1.

```
! wB97M-V def2-TZVPD RIJCOSX def2/J DEFGRID3
* xyz 1 1
C -1.75252 -0.02000 -3.24543
Si -1.29547 -0.78230 -1.59251
C -2.15722 -2.42881 -1.31937
C 0.56902 -1.15278 -1.51431
C 1.36206 0.13291 -1.74191
C 2.74804 0.13570 -1.13700
F 3.40232 1.27097 -1.40821
F 3.50322 -0.89856 -1.58065
C 2.64491 0.00905 0.35981
N 2.23270 0.95535 1.16202
C 2.19888 0.38096 2.38276
N 1.78320 1.03704 3.45776
N 2.60255 -0.89200 2.30471
N 2.91804 -1.12136 0.99853
C -1.63057 0.37405 -0.14610
C -1.99580 -0.18342 1.09013
C -2.24961 0.60349 2.21417
C -2.14227 1.99026 2.11368
C -1.77699 2.56809 0.89961
C -1.52591 1.76920 -0.21681
H -2.72279 -0.40884 -3.54362
H -1.04156 -0.33813 -4.00476
H -1.77825 1.06307 -3.21424
H -3.21855 -2.32808 -1.12203
H -1.66167 -2.94715 -0.50175
H -2.00602 -3.03681 -2.21012
H 0.71079 -1.57278 -0.51641
H 0.84327 -1.93329 -2.21941
H 0.84984 0.97817 -1.28324
H 1.43637 0.33899 -2.80599
H 1.95653 0.76099 4.40696
H 1.25686 1.87947 3.29680
H 2.66173 -1.56821 3.04907
H 3.24238 -1.99495 0.61346
H -2.09903 -1.25690 1.17568
H -2.55017 0.13776 3.13839
H -2.35787 2.58822 2.98650
H -1.70721 3.64208 0.81982
H -1.25323 2.24854 -1.14604
*
```

Atomic partial charges in e from the Mulliken method, atoms 1 to 2: -1.134, 0.158



[5]
The following is a quantum chemistry calculation of C13H19GaP2 as an isolated structure at a distorted geometry, from OMol25.

The HOMO-LUMO gap (spin up / spin down) is 0.185 / 0.185 Ha.

```
! wB97M-V def2-TZVPD RIJCOSX def2/J DEFGRID3
* xyz 0 1
C -0.46054 0.15583 -4.17733
C -1.28184 1.16113 -3.57453
C -0.39344 2.04653 -2.88533
C 0.98076 1.67523 -3.19293
C 0.93936 0.51013 -3.98933
Ga -0.06974 0.02943 -1.98163
P -0.12264 -2.14867 -1.59813
H -0.82014 -0.68207 -4.77863
H -2.37004 1.21663 -3.59923
H -0.69204 2.92703 -2.31223
H 1.79536 -0.03517 -4.38923
H 1.87476 2.20363 -2.85923
H 0.94746 -3.00757 -2.00893
H -1.15914 -2.97557 -2.13953
H -0.21424 -2.63517 -0.25993
C -1.78054 -0.43807 0.87297
P -0.10164 0.14083 0.36987
C -0.66674 1.87863 0.27077
C 0.52826 -0.25427 2.02487
C 1.57546 -1.17867 2.14427
C 2.08376 -1.51417 3.40737
C 1.55186 -0.92767 4.55737
C 0.51686 0.00203 4.45097
C 0.01056 0.34263 3.19627
H -2.50534 -0.20127 0.06487
H -2.16924 0.03003 1.79567
H -1.78284 -1.53797 1.00967
H -1.01744 2.23463 1.25757
H 0.18016 2.52513 -0.03783
H -1.52334 1.99283 -0.42333
H 1.99576 -1.64397 1.26307
H 2.88986 -2.22977 3.49077
H 1.94246 -1.18927 5.53227
H 0.10496 0.45823 5.34167
H -0.78684 1.06893 3.15687
*
```

Atomic partial charges in e from the Mulliken method, atoms 1 to 2: -0.589, -0.540



[6]
The following is a quantum chemistry calculation of a 2-piece molecular cluster, C13H19N overall at a distorted geometry, from OMol25.

The HOMO-LUMO gap is 0.323 Ha. As for the SMILES: Cc1c[nH]c2ccccc12.CC(C)C.

```
! wB97M-V def2-TZVPD RIJCOSX def2/J DEFGRID3
* xyz 0 1
C -1.51317 -4.72689 0.03848
C -0.99302 -3.62590 -0.86335
C 0.11855 -3.64744 -1.64788
N 0.31070 -2.40122 -2.24151
C -0.73825 -1.57612 -1.86177
C -1.03713 -0.26930 -2.16261
C -2.18706 0.31569 -1.63616
C -2.98094 -0.40443 -0.74711
C -2.67565 -1.73052 -0.41431
C -1.55354 -2.30683 -0.95072
H -0.77498 -5.00265 0.78364
H -2.00612 -5.52252 -0.51270
H -2.34127 -4.29715 0.61602
H 0.80318 -4.46780 -1.78110
H 0.73058 -2.34710 -3.15826
H -0.41210 0.26122 -2.87295
H -2.47882 1.30431 -1.96070
H -3.87252 0.03506 -0.32291
H -3.37733 -2.21317 0.25342
C 3.29898 3.50463 1.25680
C 1.86161 2.86180 1.19950
C 1.68830 1.69285 2.19019
C 0.82599 3.99156 1.33613
H 3.65281 3.66900 2.27770
H 3.21052 4.53024 0.90985
H 3.93610 2.81594 0.71208
H 1.83756 2.38815 0.21488
H 1.80545 2.12243 3.18690
H 0.69054 1.27182 2.11330
H 2.49950 0.98539 2.03327
H -0.14128 3.75943 0.87441
H 0.63744 4.19334 2.38909
H 1.17535 4.83617 0.74841
*
```

Atomic partial charges in e from the Mulliken method, atoms 1 to 2: -1.149, 0.465



Looking at energy above the lowest of the compared OMol25 structures with the same formula, charge and spin for the records above, in order, we have 24.7, 104.8, 44.0, 0.0, 25.9, 15.8 kcal/mol.
Looking at energy for the records above, in order, we have -54548.630, -17298.483, -75949.064, -33057.358, -84736.838, -15279.127 eV.